{
  "formula": "C38H38Cl9N7",
  "method": "ωB97M-V/def2-TZVPD",
  "gap_ev": 9.7,
  "smiles": "ClC(Cl)Cl.ClC(Cl)Cl.ClC(Cl)Cl.c1ccncc1.c1ccncc1.c1ccncc1.c1ccncc1.c1ccncc1.c1ccncc1.c1ccncc1",
  "fmax_ev_per_a": 0.58,
  "e_lumo_ev": 0.30,
  "species": ["Cl", "C", "Cl", "Cl", "H", "Cl", "C", "Cl", "Cl", "H", "Cl", "C", "Cl", "Cl", "H", "C", "C", "C", "N", "C", "C", "H", "H", "H", "H", "H", "C", "C", "C", "N", "C", "C", "H", "H", "H", "H", "H", "C", "C", "C", "N", "C", "C", "H", "H", "H", "H", "H", "C", "C", "C", "N", "C", "C", "H", "H", "H", "H", "H", "C", "C", "C", "N", "C", "C", "H", "H", "H", "H", "H", "C", "C", "C", "N", "C", "C", "H", "H", "H", "H", "H", "C", "C", "C", "N", "C", "C", "H", "H", "H", "H", "H"],
  "positions_angstrom": [[-7.48139, -5.31234, -8.31397], [-6.25319, -4.27965, -7.58146], [-4.74292, -5.13028, -7.28682], [-6.91934, -3.60617, -6.08941], [-6.04613, -3.47807, -8.27716], [-9.33307, -6.37157, -1.24478], [-8.76096, -4.91454, -2.04646], [-8.90000, -3.50761, -0.97970], [-9.66683, -4.65931, -3.53379], [-7.70948, -5.03106, -2.27046], [-9.67735, 0.51299, -11.65176], [-10.53224, 0.72942, -10.13036], [-11.29850, -0.77527, -9.62423], [-11.70500, 2.04323, -10.22151], [-9.81233, 0.99423, -9.36765], [-8.02158, 0.73826, -3.82814], [-8.09953, 1.46519, -5.00101], [-8.68301, 0.86096, -6.11118], [-9.09322, -0.40148, -6.13782], [-9.01380, -1.07792, -4.99811], [-8.49665, -0.56127, -3.81615], [-7.57952, 1.19583, -2.95097], [-7.68263, 2.45533, -5.12157], [-8.81204, 1.44181, -7.01990], [-9.36140, -2.10707, -5.01457], [-8.43085, -1.20199, -2.94738], [-11.80229, -10.26377, -10.58324], [-11.05969, -9.10087, -10.50555], [-10.56281, -8.54476, -11.67457], [-10.71372, -9.10699, -12.87308], [-11.39022, -10.24690, -12.92762], [-11.96553, -10.85882, -11.82396], [-12.27366, -10.67536, -9.69914], [-10.87204, -8.57441, -9.57802], [-10.00674, -7.61389, -11.68122], [-11.49502, -10.68684, -13.91464], [-12.47636, -11.80877, -11.90620], [-9.55095, -9.78616, -6.04094], [-9.88333, -8.92590, -5.00912], [-9.67683, -9.36246, -3.71059], [-9.22386, -10.57089, -3.39613], [-8.90854, -11.38568, -4.40181], [-9.05850, -11.04205, -5.73506], [-9.76464, -9.48717, -7.06083], [-10.28922, -7.94030, -5.19226], [-9.89200, -8.70250, -2.87679], [-8.54558, -12.36298, -4.10276], [-8.79437, -11.72185, -6.53410], [-15.47467, -1.88207, -13.36485], [-15.26074, -3.07956, -12.70774], [-14.02060, -3.30160, -12.12212], [-13.02617, -2.42375, -12.16940], [-13.24144, -1.28165, -12.81482], [-14.43978, -0.95832, -13.42733], [-16.42485, -1.69665, -13.84984], [-16.06578, -3.79374, -12.60432], [-13.79258, -4.24998, -11.64513], [-12.39106, -0.61219, -12.90651], [-14.54768, -0.04515, -13.99666], [-15.77212, -7.73019, -9.62653], [-14.68072, -7.77017, -10.47646], [-14.80272, -7.18503, -11.72254], [-15.90907, -6.58284, -12.15708], [-16.93901, -6.52085, -11.31957], [-16.92650, -7.10540, -10.06238], [-15.74309, -8.13664, -8.62337], [-13.74882, -8.25276, -10.21308], [-13.98214, -7.19456, -12.43338], [-17.82276, -6.00463, -11.68060], [-17.81802, -7.07423, -9.44916], [-11.37861, -3.65433, -7.71869], [-12.27820, -4.05449, -8.69496], [-12.34275, -5.40160, -8.99907], [-11.59358, -6.33501, -8.42406], [-10.72724, -5.93152, -7.50045], [-10.59359, -4.61135, -7.10448], [-11.27443, -2.61982, -7.41281], [-12.89267, -3.34221, -9.22976], [-13.10343, -5.73610, -9.69778], [-10.14598, -6.71208, -7.01612], [-9.83419, -4.34023, -6.38232], [-12.76341, -2.30875, -4.39982], [-13.78664, -3.17951, -4.75151], [-14.52530, -2.90077, -5.88795], [-14.30380, -1.83785, -6.65836], [-13.33613, -1.00024, -6.30563], [-12.54171, -1.19217, -5.18438], [-12.11115, -2.52530, -3.56217], [-13.93643, -4.08333, -4.17548], [-15.25221, -3.62700, -6.23699], [-13.12447, -0.21296, -7.02176], [-11.69235, -0.54791, -4.99705]],
  "atomic_forces_ev_per_a": [[0.2256, -0.1335, -0.1600], [-0.2708, -0.0813, -0.0375], [-0.0214, -0.0727, 0.0252], [0.1945, 0.1599, 0.0644], [-0.0379, 0.1141, 0.0915], [0.0748, -0.0126, 0.1123], [-0.0923, 0.0704, 0.2172], [-0.0247, -0.0245, -0.0255], [0.0384, 0.0510, -0.1544], [-0.0125, -0.0764, -0.1584], [0.0209, 0.0485, -0.0927], [-0.0368, -0.1642, 0.3047], [-0.0052, 0.0955, -0.0836], [-0.0442, 0.0250, -0.0711], [0.0714, 0.0027, -0.0519], [0.2622, 0.2720, 0.1892], [-0.1528, -0.1880, -0.5021], [0.2550, 0.1890, 0.0453], [-0.4288, 0.1592, -0.0356], [0.2087, -0.2904, 0.2560], [-0.0367, -0.1457, -0.2515], [-0.0057, -0.1444, 0.0449], [-0.1407, 0.0986, 0.2747], [0.1030, -0.1196, -0.0643], [-0.0199, 0.0372, -0.0835], [-0.0730, 0.1142, 0.1006], [-0.0601, 0.0234, -0.0097], [0.1703, 0.5281, 0.1332], [0.1278, -0.2002, -0.3261], [-0.0265, 0.1484, 0.0064], [-0.1612, -0.2055, -0.1960], [0.1429, -0.1484, 0.2222], [0.1316, -0.1190, 0.0157], [-0.2268, -0.0766, 0.0654], [-0.0108, 0.0088, 0.2239], [0.0150, -0.0349, 0.0418], [-0.1364, 0.0916, -0.1645], [-0.5302, 0.2044, -0.0941], [0.1697, -0.0500, 0.0870], [-0.1002, 0.1586, 0.1906], [0.1885, -0.0026, -0.0277], [-0.1236, -0.0606, 0.1855], [0.1444, 0.0320, -0.2479], [0.2397, -0.0819, -0.0631], [-0.0011, -0.0121, 0.0007], [-0.0647, -0.0498, -0.0187], [0.0397, -0.0157, -0.1373], [0.0102, -0.1223, 0.1164], [0.0780, 0.0459, -0.0700], [-0.2039, 0.1045, 0.3367], [-0.0731, -0.0978, -0.1917], [0.1766, -0.0620, 0.0400], [0.1559, 0.1254, -0.2259], [-0.1766, -0.2290, -0.2161], [0.0051, 0.0933, 0.0397], [0.1667, -0.2042, -0.1152], [-0.1268, 0.0340, 0.1084], [-0.0339, 0.0413, 0.1970], [0.0355, 0.0827, 0.1237], [-0.1164, 0.0930, 0.1874], [0.1524, -0.1481, 0.0491], [-0.0658, 0.0442, -0.4545], [0.0473, 0.3375, 0.0624], [-0.0313, -0.2708, -0.0856], [-0.2152, 0.1254, 0.0170], [0.1313, -0.1657, -0.0750], [-0.0260, 0.0600, 0.1363], [0.0759, -0.0999, 0.0997], [-0.0085, -0.0353, 0.0049], [0.0743, 0.0756, 0.0664], [0.0381, 0.2149, 0.1396], [0.2608, 0.2137, 0.0993], [-0.5205, 0.1128, -0.1095], [0.0098, -0.2579, 0.0677], [-0.1230, -0.1206, 0.2343], [0.2014, -0.0920, -0.1023], [-0.0713, 0.0246, -0.1401], [-0.0894, -0.0111, 0.0808], [0.2156, -0.1302, -0.1424], [0.1137, 0.0806, -0.1418], [-0.0851, 0.0105, 0.0717], [-0.0543, -0.0421, -0.0268], [0.3827, 0.0313, 0.2362], [0.2360, -0.2180, -0.0548], [-0.2994, -0.1119, -0.1543], [0.1438, -0.2124, -0.1724], [0.3075, 0.0145, -0.1103], [-0.0808, 0.0184, 0.0656], [-0.1836, -0.0077, -0.0770], [-0.1877, 0.2059, -0.0022], [-0.0690, 0.1908, 0.1984], [-0.1563, 0.1361, 0.0487]]
}